i:
This record from the OMol25 dataset describes a cluster of 15 separate species, C5H38NO14 in total. The level of theory is the ωB97M-V functional and the def2-TZVPD basis.

The geometry in XYZ format:
```
58
Properties=species:S:1:pos:R:3
C 2.52031 1.91154 -1.00684
C 2.37338 0.47014 -0.48568
C 1.31237 -0.39513 -1.07666
C 1.46973 -1.17756 -2.14312
C -0.71353 0.58004 -0.00616
N 0.06315 -0.41686 -0.26416
H 3.34659 2.19293 -1.66931
H 1.61400 2.35764 -1.44902
H 2.51143 2.51478 -0.07824
H 3.31264 -0.07245 -0.61941
H 2.22597 0.50584 0.57512
H 2.42436 -1.37834 -2.60254
H 0.76840 -1.86915 -2.63128
H -1.55596 0.46683 0.70553
H -0.61146 1.56647 -0.49046
H -0.11497 -1.27722 0.24619
H 0.73621 0.67378 2.62179
H 1.89757 0.62353 3.48593
O 1.12806 0.03938 3.28806
H -0.79402 -4.42455 0.49580
H 0.16883 -3.67028 -0.18901
O -0.77030 -3.91757 -0.33102
H -1.51144 2.38129 -3.32733
H -1.31879 3.96659 -3.42968
O -1.62424 3.21052 -2.89624
H -0.70908 -1.57893 3.99692
H -0.17549 -0.45362 4.92436
O -0.96798 -0.92981 4.65262
H -2.42095 3.38153 0.55420
H -2.23121 2.95288 -0.96939
O -1.92675 3.51949 -0.25059
H 2.86168 2.41159 3.20099
H 4.00100 1.82654 2.33514
O 3.10136 1.65857 2.65083
H 3.34603 -1.25476 2.42923
H 1.88244 -1.71532 2.08919
O 2.77246 -2.01579 2.24091
H -3.32375 0.53548 -4.02701
H -2.97291 -0.24255 -2.71968
O -2.60918 0.10885 -3.55693
H -3.95699 -3.79825 -0.30455
H -2.92242 -4.23426 -1.31199
O -3.58338 -3.54303 -1.15072
H -0.17566 0.97421 -4.73790
H -0.84394 0.46574 -3.37657
O -0.20524 1.07618 -3.78760
H -3.57162 -1.08810 -0.66547
H -2.38977 -1.93138 -1.38810
O -2.76523 -1.06999 -1.18491
H -2.84866 0.81581 2.99927
H -1.72939 -0.29193 2.95818
O -2.12234 0.45153 2.48537
H 0.33921 3.23986 1.96591
H -0.21292 3.30696 0.46327
O 0.47169 2.97501 1.06101
H 2.48548 -3.91692 1.21292
H 2.58970 -3.04568 -0.05736
O 1.95550 -3.45213 0.54619
```

Calculated values
- charge = +1
- 2S+1 = 1



ii:
This record from the OMol25 dataset describes a cluster of 15 separate species, C5H38NO14 in total. The level of theory is the ωB97M-V functional and the def2-TZVPD basis.

The geometry in XYZ format:
```
58
Properties=species:S:1:pos:R:3
C 2.94896 -2.22441 -1.61753
C 1.40439 -1.99607 -1.27597
C 1.28137 -0.51966 -1.27122
C 0.65214 0.32492 -0.43461
N 0.35479 1.64321 -0.88221
C 1.21828 2.35601 -1.45168
H 3.22661 -3.07072 -0.99876
H 3.34784 -1.20461 -1.48674
H 3.25349 -2.29431 -2.73861
H 1.11337 -2.33946 -0.29951
H 0.85722 -2.59582 -1.99680
H 1.61632 0.11439 -2.14896
H 0.30181 0.05264 0.55853
H -0.70759 1.87115 -0.77129
H 2.23574 1.92082 -1.59144
H 1.18002 3.35496 -1.93089
H 1.95925 2.26115 2.77043
H 0.58657 1.51260 3.17045
O 1.27919 2.12263 3.43379
H 0.76282 -2.43612 3.34955
H -0.70074 -2.43126 3.04028
O 0.06183 -1.81104 3.13083
H 3.64677 -1.14700 0.94912
H 4.94875 -0.33940 1.02488
O 4.13147 -0.43258 0.51840
H -2.37737 1.87207 0.53730
H -2.56783 2.34541 -0.93163
O -2.24602 1.58210 -0.43367
H -2.26522 -2.73011 1.62295
H -2.13808 -4.19601 1.84314
O -1.95715 -3.37805 2.31726
H 0.83765 -2.16108 -4.72576
H -0.63501 -2.35629 -4.35494
O 0.12297 -1.78380 -4.20049
H -4.12399 -0.31221 2.63865
H -3.34688 -1.69151 3.01317
O -3.33254 -0.85253 2.51595
H -0.36237 0.32556 -4.16942
H 0.44462 1.47644 -3.68306
O -0.47156 1.15673 -3.66705
H 3.73983 3.29323 0.07143
H 3.46274 1.69945 0.24020
O 3.15375 2.60040 0.39386
H 0.80954 4.07022 0.13529
H -0.55280 4.69314 0.01470
O -0.12193 3.82994 0.05870
H -3.11851 -0.03639 -0.96434
H -2.82064 -0.79240 -2.27039
O -3.30348 -0.85657 -1.44164
H -2.95132 -2.31610 -0.20924
H -2.38638 -3.58456 -0.94776
O -2.40624 -3.11530 -0.11415
H -1.95772 0.00781 2.55672
H -0.74090 -0.00186 3.52389
O -1.14066 0.52985 2.81835
H -2.73311 3.04831 2.47136
H -1.49696 2.10669 2.38069
O -1.97709 2.83542 1.90984
```

Calculated values
- charge = +1
- 2S+1 = 1



Which of them is the least stable? Correct choice: ii.



i:
This record from the OMol25 dataset describes an isolated molecule of C8H18O2. The level of theory is the ωB97M-V functional and the def2-TZVPD basis.

The geometry in XYZ format:
```
28
Properties=species:S:1:pos:R:3
C -0.40402 -0.48181 1.52019
C 0.21540 0.68225 -0.80937
C -0.76080 -0.19038 0.03294
C 0.90155 -1.23894 1.76147
C 1.38156 -0.11731 -1.40076
C 0.78234 1.86283 -0.01359
C -0.57976 1.28037 -1.98160
C -1.10160 -1.51182 -0.66372
O -0.31781 0.68870 2.29690
O -1.49852 -1.23925 2.00441
H -1.12543 1.20111 2.17458
H -1.34032 -1.43041 2.93648
H -1.69797 0.37903 0.10359
H 1.75068 -0.61892 1.49846
H 0.91648 -2.16166 1.19186
H 0.97414 -1.47477 2.82208
H 1.95563 -0.62425 -0.63317
H -0.01733 2.49424 0.36641
H 2.05030 0.56051 -1.92779
H 1.02855 -0.85538 -2.11507
H 1.38337 1.53420 0.82734
H 1.40840 2.47065 -0.66445
H -0.23600 -2.16399 -0.72416
H 0.07223 1.90277 -2.59048
H -0.99416 0.50677 -2.62177
H -1.39780 1.90024 -1.62055
H -1.47213 -1.33108 -1.66822
H -1.87697 -2.02369 -0.10200
```

Calculated values
- 2S+1 = 1



ii:
This record from the OMol25 dataset describes a cluster of 2 separate species, C8H18O2 in total. The level of theory is the ωB97M-V functional and the def2-TZVPD basis.

The geometry in XYZ format:
```
28
Properties=species:S:1:pos:R:3
C -0.30017 -1.69541 -0.09118
C -0.38746 0.85315 0.48880
C -0.90994 -0.36326 -0.42865
C 2.10607 -1.14601 -0.19585
C 0.44023 0.32131 1.67094
C 0.47674 1.83368 -0.32285
C -1.63804 1.60352 0.96939
C -0.92079 -0.09531 -1.93174
O -0.19174 -2.59268 -1.06843
O -0.28273 -2.09397 1.12738
H 0.13612 -3.42122 -0.68576
H 0.14008 -1.13272 1.69968
H -1.94980 -0.51904 -0.11152
H 1.94268 -1.14856 -1.27128
H 2.32929 -2.15996 0.13675
H 2.98456 -0.52622 -0.00099
H -0.13092 0.35085 2.60538
H 1.33524 0.90345 1.88103
H 1.37321 -0.54747 0.71395
H 1.35904 1.35469 -0.74249
H 0.82035 2.62773 0.34173
H -0.08242 2.29528 -1.13620
H -2.25914 1.92393 0.12776
H -2.24586 0.97140 1.61915
H -1.35330 2.48913 1.53987
H 0.08750 0.01025 -2.32789
H -1.40499 -0.91463 -2.46173
H -1.47380 0.81811 -2.14523
```

Calculated values
- 2S+1 = 1



Which of them is the least stable? Correct choice: ii.



i:
This record from the OMol25 dataset describes the ion C6H16N with charge +1. The level of theory is the ωB97M-V functional and the def2-TZVPD basis.

The geometry in XYZ format:
```
23
Properties=species:S:1:pos:R:3
C -1.23313 -1.99661 -1.10218
C -0.91385 -0.53601 -0.85179
C -0.57310 -0.11021 0.56457
C 0.91395 -0.40540 0.86233
C 1.87299 0.69158 0.40499
C 2.00492 1.78372 1.44530
N -2.04832 0.38012 -1.35892
H -0.53755 -2.36474 -1.84983
H -2.24724 -2.17195 -1.46622
H -1.13646 -2.62641 -0.21682
H -0.07835 -0.19804 -1.44362
H -1.07892 -0.74218 1.30089
H -0.78534 0.91524 0.85780
H 1.05510 -0.58211 1.93048
H 1.20747 -1.36038 0.42720
H 1.58979 1.09852 -0.57552
H 2.86713 0.27103 0.22388
H 2.32271 1.36690 2.40696
H 2.72857 2.56968 1.21508
H 1.07257 2.32163 1.65814
H -2.51808 -0.03743 -2.16724
H -1.66372 1.29587 -1.56794
H -2.82115 0.43720 -0.69755
```

Calculated values
- charge = +1
- 2S+1 = 1



ii:
This record from the OMol25 dataset describes a structure of composition C6H16N. The level of theory is the ωB97M-V functional and the def2-TZVPD basis.

The geometry in XYZ format:
```
23
Properties=species:S:1:pos:R:3
C 2.74230 -0.09747 0.87316
C 1.80570 -0.28243 -0.26954
C 0.55236 -1.03828 -0.01062
C -0.36838 -1.07313 -1.18848
C -1.14234 0.25498 -1.37044
C -1.65630 0.96444 -0.09573
N -0.55991 1.48031 0.71573
H 3.14711 -1.05144 1.39180
H 2.24264 0.36282 1.79292
H 3.58278 0.56819 0.53114
H 1.52726 0.70620 -0.74459
H 2.27639 -0.67964 -1.28971
H 0.00364 0.60943 0.90138
H 0.40306 -1.85728 0.66360
H -1.11793 -1.92093 -1.09930
H -0.00213 -1.13984 -2.20773
H -1.99964 0.05889 -2.10561
H -0.48700 0.98266 -1.84405
H -2.17865 1.88890 -0.41927
H -2.28965 0.20490 0.48857
H -5.70025 -1.90498 5.06850
H -6.15461 -1.40277 4.66938
H -0.93355 1.84407 1.56276
```

Calculated values
- charge = +1
- 2S+1 = 1



Which of them is the least stable? Correct choice: ii.



i:
This record from the OMol25 dataset describes an isolated molecule of C5H8N4. The level of theory is the ωB97M-V functional and the def2-TZVPD basis.

The geometry in XYZ format:
```
17
Properties=species:S:1:pos:R:3
C -1.48657 -0.50955 -0.35295
C -0.31302 1.48019 0.27920
C 0.66784 0.70123 -0.44199
C 0.89756 -1.61516 -0.14014
C 0.00352 -0.82378 -0.55337
H -3.35644 -0.89473 0.15538
H -2.40768 1.13029 0.63343
H -0.14764 1.04072 1.38929
H -0.56859 2.75083 0.38033
H 0.88299 1.06705 -1.39689
H 2.70345 0.25273 -1.29036
H 2.08174 -1.00309 1.35473
H 0.93201 -2.76913 0.03564
N -2.43826 -1.44825 0.02682
N -1.59467 1.00325 -0.23681
N 2.11696 0.49066 -0.19917
N 2.02678 -0.85326 0.35686
```

Calculated values
- 2S+1 = 1



ii:
This record from the OMol25 dataset describes an isolated molecule of C5H8N4. The level of theory is the ωB97M-V functional and the def2-TZVPD basis.

The geometry in XYZ format:
```
17
Properties=species:S:1:pos:R:3
C -2.77086 -1.09583 -0.23291
C -1.70043 -0.36131 0.33474
C 0.16046 0.77496 0.64485
C 1.55358 1.02472 0.23479
C 0.17884 -0.99824 -0.98462
H -3.76260 -1.16038 0.14250
H -2.66649 -1.82529 -1.06318
H -1.94856 0.27990 1.08797
H -0.47792 1.70458 0.69168
H 0.41531 0.29921 1.81064
H 3.22905 1.95259 0.59640
H 3.08563 -0.01597 -0.46934
H -0.62311 -1.54092 -1.70517
N -0.44228 -0.19165 -0.16050
N 2.17023 2.02528 0.75260
N 2.09591 0.09155 -0.55071
N 1.50325 -0.96321 -1.12974
```

Calculated values
- 2S+1 = 1



Which of them is the least stable? Correct choice: i.



i:
This record from the OMol25 dataset describes a cluster of 2 separate species, CH5N3O2S in total. The level of theory is the ωB97M-V functional and the def2-TZVPD basis.

The geometry in XYZ format:
```
12
Properties=species:S:1:pos:R:3
C 0.67164 -0.11864 0.20102
N 1.97078 -0.50560 0.05087
N -0.26930 -0.68755 0.85039
N 0.50716 1.15320 -0.25061
O -2.56494 -0.84389 -1.02268
O -2.77641 1.28313 0.33524
S -2.56795 -0.16317 0.27525
H 2.37190 -1.40972 0.16272
H 2.54652 0.23166 -0.33091
H -0.25341 -1.68171 1.06761
H 0.78611 1.30731 -1.26102
H -0.42208 1.43499 -0.07788
```

Calculated values
- 2S+1 = 1



ii:
This record from the OMol25 dataset describes an isolated molecule of CH5N3O2S. The level of theory is the ωB97M-V functional and the def2-TZVPD basis.

The geometry in XYZ format:
```
12
Properties=species:S:1:pos:R:3
C 1.41526 0.03863 0.40105
N -0.74630 -0.83297 -0.28271
N 0.63560 -0.61408 -0.33523
N 2.76257 0.10898 0.21198
O -3.29049 -0.82878 -0.27971
O -2.23556 1.42266 -0.13093
S -2.25645 -0.15980 0.45655
H 1.10747 0.65207 1.14245
H -0.99300 -1.09924 -1.30570
H -2.95383 1.39273 -0.80879
H 3.22288 0.62178 0.96966
H 3.33184 -0.70199 -0.03862
```

Calculated values
- 2S+1 = 1



Which of them is the least stable? Correct choice: ii.



i:
This record from the OMol25 dataset describes a structure of composition C2H4N2OS. The level of theory is the ωB97M-V functional and the def2-TZVPD basis.

The geometry in XYZ format:
```
10
Properties=species:S:1:pos:R:3
C -0.36390 -1.45042 -0.24898
C -1.32522 -0.86641 0.45921
N -0.04648 0.69129 -0.82356
N 1.11856 1.56763 0.22722
O 0.29706 -0.55767 -1.02695
S -1.37588 0.80971 0.18690
H 0.09907 -2.31974 -0.08449
H -1.74867 -1.43799 1.28697
H 1.25455 2.46517 -0.20976
H 2.09091 1.09842 0.23345
```

Calculated values
- 2S+1 = 3



ii:
This record from the OMol25 dataset describes an isolated molecule of C2H4N2OS. The level of theory is the ωB97M-V functional and the def2-TZVPD basis.

The geometry in XYZ format:
```
10
Properties=species:S:1:pos:R:3
C 1.60610 0.34765 -0.03254
C 0.03664 0.04995 -0.25617
N 2.67243 0.72126 0.25792
N -0.69403 0.74937 0.70313
O -0.45318 0.48021 -1.48559
S -0.14070 -1.85856 0.08811
H -0.05794 1.19543 1.36571
H -1.31477 0.10986 1.26322
H -0.19365 -0.14184 -2.18050
H -1.46091 -1.65333 0.27671
```

Calculated values
- 2S+1 = 3



Which of them is the least stable? Correct choice: i.